A single C8H10N2O2S molecule at a distorted geometry. Source: the Open Molecules 2025 dataset; level of theory: ωB97M-V/def2-TZVPD.

## Properties
frontier orbital gap: 8.862 eV
structure (SMILES): Cc1ccsc1/C=N/NC(=O)CO

```
23
C8H10N2O2S | the Open Molecules 2025 dataset | ωB97M-V/def2-TZVPD
S -2.584 -1.530 0.139
O 4.757 1.011 0.233
O 2.433 -1.691 -0.157
N 0.666 0.604 -0.090
N 2.007 0.517 -0.257
C -0.083 -0.399 -0.169
C -2.228 0.986 -0.115
C -1.779 2.409 -0.048
C -3.971 -0.442 0.186
C -1.555 -0.182 -0.128
C -3.625 0.819 -0.009
C 4.321 -0.331 0.090
C 2.744 -0.550 -0.131
H 2.522 1.382 -0.224
H 0.337 -1.440 -0.169
H -4.334 1.714 0.019
H -1.183 2.385 0.893
H 4.382 1.281 1.242
H -4.986 -0.910 0.064
H -2.610 3.109 0.258
H -1.130 2.621 -0.848
H 4.803 -0.914 -0.730
H 4.379 -1.016 1.043
```

=====

2 unconnected molecules or ions with the total composition C33H33BF6O2S at a distorted geometry. Source: the Open Molecules 2025 dataset; level of theory: ωB97M-V/def2-TZVPD.

## Properties
frontier orbital gap: 7.921 eV
structure (SMILES): CC1(C)OB(C(c2ccc(C(F)(F)F)cc2)c2ccc(C(F)(F)F)cc2)OC1(C)C.Cc1ccc(-c2ccc(C)s2)cc1

```
76
C33H33BF6O2S | the Open Molecules 2025 dataset | ωB97M-V/def2-TZVPD
S 4.851 -2.269 6.572
F 4.741 3.267 -0.245
F -2.093 -4.868 -0.811
F 2.951 4.359 -0.931
F 3.847 4.826 1.016
F -3.756 -4.612 0.601
F -3.521 -3.219 -1.077
O 2.551 -2.747 0.938
O 3.736 -1.265 2.280
C -0.412 -2.049 6.793
C 5.941 -3.594 6.418
C 4.036 -2.813 -0.902
C 4.752 -1.833 1.441
C 1.305 -0.944 2.502
C -1.183 -3.654 1.718
C 2.571 2.652 2.201
C 1.873 -1.371 6.320
C 4.349 -4.366 1.016
C 2.694 2.742 0.819
C 7.322 -3.584 6.938
C 3.521 -3.151 5.834
C -0.931 -0.944 1.169
C 1.624 0.620 0.555
C 1.079 -3.585 5.663
C -1.955 -3.061 0.726
C 5.856 -2.313 2.380
C 2.162 -2.680 5.876
C -2.834 -3.927 -0.136
C -0.222 -2.899 2.355
C 5.298 -0.667 0.602
C -1.894 -1.694 0.497
C 1.625 0.440 1.947
C 3.955 -2.958 0.610
C 1.999 1.513 2.757
C -0.168 -3.302 6.224
C 3.968 -4.414 5.445
C 5.336 -4.645 5.736
C 3.541 3.807 0.172
C 2.122 1.781 -0.011
C 0.016 -1.562 2.003
C -1.756 -1.778 7.396
C 0.599 -1.067 6.804
B 2.516 -1.706 1.795
H 5.063 -2.939 -1.253
H 4.533 -0.214 -0.050
H 7.682 -4.621 6.949
H -1.738 -0.832 7.939
H 1.214 -0.170 -0.076
H 2.970 3.443 2.829
H -0.967 -4.056 6.245
H 7.977 -2.977 6.309
H 3.417 -3.594 -1.364
H 5.892 -5.558 5.524
H 5.454 -2.951 3.176
H -2.524 -1.730 6.616
H 3.665 -1.836 -1.231
H 2.090 1.913 -1.089
H 6.157 -0.988 -0.004
H 2.648 -0.602 6.234
H 1.857 1.435 3.838
H 6.345 -1.443 2.845
H 0.396 -3.357 3.122
H -1.319 -4.712 1.947
H -2.022 -2.595 8.075
H -2.559 -1.233 -0.232
H 1.334 -0.937 3.599
H 0.367 -0.084 7.237
H 1.249 -4.502 5.096
H -0.889 0.130 0.970
H 5.374 -4.573 0.700
H 6.626 -2.851 1.815
H 7.358 -3.187 7.956
H 3.711 -5.113 0.528
H 5.654 0.123 1.286
H 4.300 -4.536 2.092
H 3.331 -5.158 4.991
```

=====

A molecular structure, C2H6N4 at a distorted geometry. Source: the Open Molecules 2025 dataset; level of theory: ωB97M-V/def2-TZVPD.

## Properties
frontier orbital gap (spin up / spin down): 7.391 / 6.103 eV
charge: +2

```
12
C2H6N4 | the Open Molecules 2025 dataset | ωB97M-V/def2-TZVPD
N -1.648 -0.156 1.985
N -0.796 0.347 -0.231
N 0.643 -0.273 1.038
N 2.097 0.094 -2.711
C 0.487 -0.117 -0.359
C -0.704 0.023 1.142
H -2.581 0.171 1.747
H 2.066 -0.599 -3.434
H 1.219 -1.002 1.621
H 2.212 1.121 -2.899
H -1.466 0.904 -0.848
H -1.528 -0.512 2.949
```

=====

8 unconnected molecules or ions with the total composition C40H67Br14Cl2FN2O5. Source: the Open Molecules 2025 dataset; level of theory: ωB97M-V/def2-TZVPD.

## Properties
frontier orbital gap: 7.873 eV
structure (SMILES): CC(C)C[C@H](C)COc1c(C[C@@H](C)Cl)c(F)c2c(c1C[C@H](C)Cl)C(=O)N(OCCNC[C@H](C)O)C2=O.BrCCBr.BrCCBr.BrCCBr.BrCCBr.BrCCBr.BrCCBr.BrCCBr

```
131
C40H67Br14Cl2FN2O5 | the Open Molecules 2025 dataset | ωB97M-V/def2-TZVPD
Br 6.373 0.939 4.604
Br 3.631 -3.310 -6.804
Br -1.114 0.684 -8.377
Br 2.795 1.640 5.007
Br -8.034 4.497 -5.303
Br 1.400 2.320 -6.270
Br 7.362 -7.564 0.499
Br 5.064 -5.619 -1.695
Br 0.365 -1.988 -5.704
Br -7.330 0.968 -7.002
Br -2.694 7.059 5.413
Br -4.129 2.008 -5.502
Br -2.916 8.668 2.102
Br -11.579 5.110 -6.090
Cl 0.478 1.225 0.051
Cl -2.218 -4.768 5.043
F 0.441 -2.258 -1.757
O 1.202 -4.939 3.343
O 2.202 -4.543 -1.090
O 5.364 -2.075 -0.009
O 3.461 -4.399 1.638
O -2.178 -0.821 1.887
N 6.182 -3.972 1.660
N 2.185 -4.849 1.241
C -3.486 -2.483 4.358
C -1.473 -0.488 -0.874
C -1.129 1.698 -2.096
C -4.303 8.368 3.431
C 0.380 -3.375 1.665
C 0.096 -2.360 -0.470
C 0.729 -3.283 0.326
C 4.813 -0.774 1.991
C -2.408 2.445 3.688
C 7.063 -7.678 -1.422
C 5.505 2.361 5.606
C -6.033 2.271 -7.630
C -0.465 0.564 -1.336
C -0.603 -2.584 2.242
C -1.757 3.835 3.674
C -9.628 3.931 -4.348
C 0.425 1.745 -8.906
C 3.017 -2.857 -5.012
C 5.895 -1.515 1.178
C 5.508 -4.733 2.697
C 1.236 -4.448 2.255
C -0.866 -1.512 0.042
C -3.351 1.652 1.447
C -1.001 -2.761 3.689
C -3.789 8.558 4.833
C -10.738 3.551 -5.290
C 1.605 1.475 -8.009
C 4.248 1.876 6.279
C 4.268 -5.440 2.176
C 6.839 -6.327 -2.047
C -1.975 4.622 2.380
C -2.389 -3.414 3.840
C -1.204 -1.639 1.398
C -4.618 1.826 -7.375
C 1.575 -3.222 -4.798
C -1.743 0.199 2.806
C 1.790 -4.254 -0.002
C -2.144 1.629 2.406
C 6.620 -2.627 2.000
C -0.261 3.707 3.970
H -0.095 3.232 4.937
H 3.757 -5.937 3.004
H 7.551 -5.587 -1.694
H -4.126 -2.122 3.556
H -0.662 0.127 2.935
H 6.432 -2.458 3.060
H -0.256 -3.398 4.151
H 6.230 2.691 6.345
H 1.748 0.415 -7.825
H 0.650 1.450 -9.928
H 4.388 0.921 6.774
H 5.311 3.163 4.902
H 4.504 -6.193 1.423
H -0.957 -1.805 4.207
H -0.436 2.161 -2.795
H 5.158 -4.061 3.481
H -1.302 2.068 1.876
H -2.929 4.392 1.906
H -1.788 -0.998 -1.787
H 1.335 -4.214 -5.166
H -4.686 7.367 3.264
H 6.910 -6.408 -3.130
H 0.114 2.784 -8.887
H -1.198 4.386 1.651
H -2.197 -0.020 3.772
H -1.964 1.302 -2.675
H 6.915 -4.520 1.241
H -9.323 3.068 -3.759
H 6.218 -8.344 -1.565
H -6.269 3.205 -7.134
H 3.651 -3.421 -4.331
H -4.617 8.603 5.537
H -3.052 -1.641 4.893
H -2.178 4.425 4.492
H 3.830 -0.875 1.529
H 1.329 -3.157 -3.741
H 4.551 -1.616 -0.228
H -3.918 2.454 -7.920
H -5.080 9.098 3.212
H -2.682 -3.898 2.914
H -11.529 3.034 -4.752
H -3.178 9.448 4.931
H 0.275 0.111 -1.988
H -2.007 1.908 4.552
H -2.321 -0.006 -0.399
H 7.689 -2.535 1.804
H -4.452 0.788 -7.641
H -3.919 0.725 1.462
H -3.485 2.517 3.853
H 5.043 0.286 2.052
H -4.037 2.453 1.722
H 2.510 1.899 -8.438
H -1.938 5.692 2.577
H -3.032 1.865 0.427
H 6.155 -5.499 3.138
H 3.197 -1.795 -4.884
H 0.259 3.162 3.180
H -1.504 2.467 -1.423
H -4.105 -3.011 5.078
H 7.964 -8.138 -1.821
H 3.894 2.612 6.996
H 0.188 4.702 4.016
H -9.902 4.746 -3.687
H -10.386 2.930 -6.107
H 4.750 -1.140 3.013
H -6.211 2.368 -8.699
H 6.655 -0.779 0.895
```

=====

15 unconnected molecules or ions with the total composition H30O15 at a distorted geometry. Source: the Open Molecules 2025 dataset; level of theory: ωB97M-V/def2-TZVPD.

## Properties
frontier orbital gap: 9.738 eV

```
45
H30O15 | the Open Molecules 2025 dataset | ωB97M-V/def2-TZVPD
O -19.170 -4.795 -0.211
O -21.125 -3.552 1.309
O -16.550 -5.226 -0.141
O -20.998 -9.044 1.734
O -15.533 -4.012 2.286
O -15.972 -9.244 3.292
O -17.823 -5.671 2.675
O -18.975 -8.274 3.878
O -16.302 -7.579 1.367
O -20.793 -6.215 2.545
O -18.361 -3.019 1.896
O -17.877 -4.333 5.017
O -20.510 -6.406 5.513
O -14.414 -6.299 3.041
O -20.972 -3.795 4.193
H -20.183 -7.317 5.426
H -18.120 -7.915 3.995
H -17.155 -6.154 2.218
H -15.400 -7.478 1.054
H -17.789 -3.430 4.702
H -20.684 -2.859 4.124
H -14.317 -7.229 3.125
H -21.124 -9.734 2.407
H -13.531 -6.049 2.715
H -16.898 -7.330 0.671
H -16.126 -8.514 2.698
H -21.184 -6.074 1.707
H -18.011 -3.909 1.835
H -21.440 -6.626 3.148
H -18.682 -6.003 2.326
H -16.186 -4.970 0.720
H -15.212 -4.860 2.624
H -19.051 -3.840 -0.409
H -20.849 -4.263 3.350
H -20.255 -6.000 4.676
H -15.045 -9.268 3.384
H -20.400 -8.454 2.150
H -16.193 -4.557 -0.667
H -20.274 -3.879 1.023
H -17.955 -4.767 4.165
H -19.074 -9.054 4.435
H -20.935 -2.819 1.868
H -18.305 -5.173 -0.181
H -18.436 -2.761 2.796
H -15.721 -3.418 3.035
```

=====

So what do the calculations give for energy relative to the best compared isomer or geometry (same formula, charge and spin)? Going down the list: 3.350 0.000 6.987 0.000 2.106 eV.